This record from OMol25 describes C52H43BrF12LuN6O5PS as an isolated structure. The level of theory is ωB97M-V/def2-TZVPD.

Summary:
HOMO energy	-1.571	eV
F_max	3.45	eV/A
charge	-2
multiplicity	1
gap between HOMO and LUMO	4.85	eV

CARTESIAN COORDINATES (ANGSTROEM)
Lu: 9.9358 14.2344 14.0870
C: 12.7944 12.8073 20.3309
C: 11.9487 12.9288 19.0324
C: 11.4907 11.7324 18.6040
C: 10.6064 11.8286 17.4777
C: 10.1828 13.0217 16.9265
N: 9.2263 12.9541 15.8501
C: 8.0016 12.3586 15.8525
C: 7.0296 12.7051 16.8650
C: 6.1095 11.7516 17.3138
C: 6.1557 10.4997 16.6863
C: 5.5178 9.3734 17.3880
C: 6.8271 10.2824 15.4559
C: 7.6006 11.3176 14.9376
C: 7.8641 11.4945 13.5069
O: 8.7642 12.4668 13.2761
C: 6.4677 11.8351 12.8164
F: 5.4987 10.9314 13.1969
F: 6.4954 11.7868 11.4570
F: 5.9586 13.0556 13.0437
C: 8.3669 10.2065 12.7460
F: 7.4184 9.2161 12.7953
F: 9.4431 9.6487 13.2765
F: 8.5929 10.4616 11.4505
C: 10.6593 14.2813 17.4630
C: 11.4581 14.1826 18.5679
C: 10.1427 15.6650 16.9383
O: 9.6457 15.4844 15.6612
C: 11.2633 16.7514 16.8755
F: 11.0610 17.8572 16.1024
F: 11.4853 17.2113 18.1548
F: 12.4117 16.1808 16.5196
C: 8.9588 16.1369 17.9133
F: 8.6053 17.3863 17.7282
F: 7.8884 15.3598 17.7327
F: 9.4021 15.9667 19.1806
H: 13.6039 13.5080 20.2377
H: 13.1415 11.7600 20.4518
H: 12.1143 13.0389 21.1457
H: 11.8718 10.8224 19.0795
H: 10.3894 10.8515 17.0106
H: 7.0517 13.7264 17.3082
H: 5.3720 11.8945 18.0768
H: 4.4782 9.5707 17.3623
H: 5.7783 9.3793 18.4807
H: 5.7202 8.3821 16.9920
H: 6.6699 9.3742 14.8892
H: 11.9033 15.0396 19.0748
C: 10.1751 13.4078 8.2149
C: 9.3370 14.3419 9.0079
N: 8.3642 15.0684 8.5629
N: 7.7416 15.6343 9.6615
C: 8.3582 15.1863 10.8293
S: 7.9202 15.5472 12.4432
N: 9.3424 14.3446 10.4078
N: 9.9445 13.4917 11.3225
H: 10.4197 13.8223 7.1938
H: 9.6362 12.4846 7.9390
H: 11.1372 13.1548 8.6428
H: 6.9594 16.2748 9.4069
H: 9.2827 12.8586 11.8513
H: 10.6490 12.9221 10.7989
C: 16.6648 19.2726 17.5079
C: 16.8461 18.3048 16.5121
C: 15.9209 18.0096 15.5275
C: 14.8112 18.8172 15.3926
C: 14.5997 19.8335 16.2834
C: 15.5272 20.0741 17.3527
P: 13.5493 18.6466 14.0869
C: 13.0749 20.3128 13.6724
C: 14.0655 21.3675 13.5341
C: 13.6404 22.6004 13.2022
C: 12.2821 22.9441 13.1633
C: 11.3316 21.9121 13.4027
C: 11.7319 20.5870 13.5947
C: 14.6761 18.3455 12.7609
C: 15.9767 18.8605 12.6726
C: 16.7158 18.6850 11.4896
C: 16.1497 18.2381 10.2824
C: 14.8202 17.7512 10.2996
C: 14.1985 17.1267 9.2048
C: 12.8728 16.8241 9.2483
C: 12.1596 16.8821 10.4926
C: 12.7536 17.1747 11.6807
C: 14.0849 17.7137 11.5768
H: 17.3516 19.3945 18.3767
H: 17.7687 17.7478 16.4145
H: 16.1887 17.1075 14.9579
H: 13.6198 20.3737 16.2830
H: 15.3684 20.9388 18.0394
H: 15.0893 21.1340 13.7612
H: 14.3523 23.3130 12.9053
H: 11.8083 23.8998 13.0104
H: 10.2336 22.0846 13.4200
H: 11.0782 19.7387 13.7324
H: 16.4021 19.4250 13.5070
H: 17.7725 18.9047 11.4369
H: 16.7080 17.9361 9.4016
H: 14.8201 17.0209 8.3135
H: 12.3701 16.3266 8.4733
H: 11.0463 16.6970 10.4584
O: 16.5039 23.4401 20.5323
H: 15.7591 22.7550 20.5382
H: 17.0325 23.1421 21.2885
N: 11.6521 15.9306 13.4828
H: 11.4341 16.7563 14.0920
H: 12.1643 16.6206 12.7043
H: 12.5123 15.5444 13.8847
Br: 15.6260 10.9376 15.3369
C: 14.7799 11.2587 13.6389
C: 15.7001 10.9945 12.6533
C: 15.2731 10.7038 11.2957
C: 13.8920 10.7317 11.0519
C: 12.9755 11.2057 12.0529
C: 13.4050 11.5244 13.3658
C: 12.5469 12.1917 14.4721
O: 12.7370 11.7698 15.6191
O: 11.7674 13.2066 14.1391
H: 16.7466 10.8619 12.8799
H: 16.0076 10.3975 10.5438
H: 13.4944 10.2769 10.2069
H: 11.8913 11.1921 11.8049

This record from OMol25 describes one molecule with the formula C2H6FN. The level of theory is ωB97M-V/def2-TZVPD.

Summary:
HOMO energy	-9.464	eV
F_max	2.64	eV/A
multiplicity	1
gap between HOMO and LUMO	10.62	eV
SMILES string	NCCF

CARTESIAN COORDINATES (ANGSTROEM)
N: -0.7422 1.2293 0.3533
C: -0.5214 -0.1883 0.3120
C: 0.7765 -0.6587 -0.2093
F: 0.7889 -0.5180 -1.5778
H: 0.0135 1.6886 0.8588
H: -0.8727 1.6562 -0.5724
H: -1.2339 -0.6648 -0.3635
H: -0.6732 -0.6340 1.3420
H: 0.7870 -1.8089 -0.2409
H: 1.6774 -0.1015 0.0978

This record from OMol25 describes an isolated ion of composition C5H9Br2N2 and charge +1. The level of theory is ωB97M-V/def2-TZVPD.

Summary:
HOMO energy	-11.817	eV
F_max	2.84	eV/A
charge	+1
multiplicity	1
gap between HOMO and LUMO	6.52	eV

CARTESIAN COORDINATES (ANGSTROEM)
C: -2.1198 -0.5636 0.6629
C: 1.2440 -1.2715 0.1441
C: -0.1040 0.7536 0.2591
C: -1.3339 -0.2435 -1.6343
C: 2.2280 0.8705 0.9049
N: -1.2034 -0.0912 -0.1624
N: 1.2155 -0.0228 0.4609
Br: -3.5537 -1.5659 0.1192
Br: 2.8928 -2.1038 0.0033
H: 0.1040 1.4864 -0.6078
H: -0.3635 1.0638 1.3662
H: -1.7494 0.7432 -2.1254
H: -0.4512 -0.5830 -2.1346
H: -1.9882 -1.0469 -1.9157
H: 2.5819 1.3815 -0.0487
H: 1.6822 1.6224 1.5709
H: 2.8744 0.1726 1.3800
H: -1.9558 -0.6016 1.7572

This record from OMol25 describes C30H50BrIrN3P2S as an isolated structure. The level of theory is ωB97M-V/def2-TZVPD.

Summary:
HOMO energy (alpha / beta)	-18.063 / -17.885	eV
F_max	4.68	eV/A
charge	+4
multiplicity	6
gap between HOMO and LUMO (alpha / beta)	7.72 / 4.36	eV
<S²>	8.890

CARTESIAN COORDINATES (ANGSTROEM)
C: -0.3514 7.2621 -4.4241
C: -0.5281 5.8774 -4.6673
C: -0.8399 5.4948 -5.9956
C: -0.9546 6.4839 -6.9771
N: -0.7870 7.7981 -6.7471
C: -0.4911 8.1605 -5.4865
C: -0.3986 4.9167 -3.6271
C: -0.2868 4.0864 -2.7280
C: -0.1572 3.1252 -1.6871
C: 0.9085 3.2000 -0.7545
C: 1.0305 2.2512 0.2656
C: 0.1032 1.1919 0.4062
C: -0.9577 1.1247 -0.5274
C: -1.0903 2.0655 -1.5535
Ir: 0.2859 -0.1634 1.8738
P: 2.1764 -1.0694 0.8511
H: -0.9877 4.4395 -6.2431
H: -0.1093 7.6169 -3.4181
H: -1.1960 6.2005 -8.0109
H: -0.3565 9.2369 -5.3113
H: -1.9178 1.9938 -2.2670
H: 1.6360 4.0134 -0.8441
H: -1.6965 0.3181 -0.4525
H: 1.8663 2.3383 0.9698
C: 2.4726 -2.7318 1.6314
C: 3.4563 -3.7107 0.9786
H: 1.4666 -3.1867 1.6834
H: 2.7423 -2.4972 2.6775
H: 3.6984 -4.5212 1.6890
H: 3.0223 -4.1803 0.0792
H: 4.4026 -3.2266 0.6893
C: 2.0714 -1.3357 -0.9862
C: 3.1451 -0.7151 -1.8893
H: 1.0740 -0.9536 -1.2676
H: 2.0085 -2.4310 -1.1244
H: 2.8860 -0.8911 -2.9485
H: 3.2088 0.3768 -1.7440
H: 4.1461 -1.1405 -1.7142
C: 3.6723 -0.0067 1.1525
C: 5.0617 -0.6563 1.1229
H: 3.4827 0.4278 2.1498
H: 3.5958 0.8201 0.4209
H: 5.8346 0.1180 1.2756
H: 5.1695 -1.3912 1.9383
H: 5.2782 -1.1632 0.1686
Br: 0.5175 -1.8819 3.7344
P: -2.3957 -3.7574 -2.4692
C: -0.5181 -3.8040 -2.3319
C: 0.0856 -5.2076 -2.4818
H: -0.2068 -3.3342 -1.3778
H: -0.1373 -3.1544 -3.1425
H: 1.1568 -5.1507 -2.7472
H: 0.0037 -5.7918 -1.5491
H: -0.4335 -5.7759 -3.2736
C: -2.8743 -3.4265 -0.6823
C: -4.2858 -3.8974 -0.3085
H: -2.7999 -2.3296 -0.5532
H: -2.1202 -3.8800 -0.0087
H: -4.3666 -4.0746 0.7791
H: -5.0450 -3.1456 -0.5886
H: -4.5453 -4.8425 -0.8165
C: -2.5942 -2.0002 -3.1056
C: -2.8598 -1.9283 -4.6148
H: -1.7016 -1.4027 -2.8332
H: -3.4487 -1.5673 -2.5518
H: -3.3406 -0.9716 -4.8872
H: -1.9236 -2.0039 -5.1968
H: -3.5216 -2.7500 -4.9407
C: 0.0806 2.7489 4.1802
N: -0.3549 1.6670 5.0622
C: 0.0694 1.7685 6.4590
C: -1.2246 0.6078 4.5255
S: -1.7160 0.7959 2.9304
N: -1.6871 -0.5325 5.3203
C: -1.1222 -0.9104 6.6187
C: -2.7201 -1.4363 4.8309
H: 0.7133 3.5073 4.6901
H: -0.8031 3.2911 3.7811
H: 0.6786 2.3343 3.3440
H: -0.8151 1.8750 7.1185
H: 0.7211 0.9230 6.7402
H: 0.6838 2.6751 6.6547
H: -1.5601 -1.8611 6.9976
H: -0.0323 -1.1011 6.5241
H: -1.3474 -0.1651 7.3985
H: -3.1400 -1.1456 3.8530
H: -2.3057 -2.4638 4.7335
H: -3.5598 -1.4635 5.5569